Record 1
Here is C36H39BrFN6O12PS as an isolated structure in a non-equilibrium geometry from the Open Molecules 2025 dataset. Energies are from ωB97M-V with the def2-TZVPD basis set.

Each line ends with the Mulliken charge.
Cartesian coordinates (Å):
Br (8.29091, -2.63985, 5.07294)  -0.174
S (6.17708, 1.73901, 1.86886)  1.069
P (5.33446, -0.59914, 3.11963)  0.232
F (5.02009, 2.53751, 2.73187)  -0.264
O (-1.65152, -9.31485, 1.82761)  -0.608
O (-3.29019, 1.41730, -0.68434)  -0.669
O (1.64268, -2.33711, 3.17549)  -0.508
O (-4.33664, 1.28037, -8.56549)  -0.613
O (-4.89000, 4.68340, -2.96253)  -0.578
O (-5.41211, 1.06401, -0.60789)  -0.598
O (-2.05024, -9.09112, 3.92403)  -0.609
O (7.26279, 2.63544, 1.45316)  -0.546
O (-5.62573, 6.69587, -3.08307)  -0.611
O (5.46426, 1.10482, 0.73705)  -0.579
O (0.88686, -2.74409, 1.21020)  -0.609
O (-3.28437, 2.45749, -7.10845)  -0.555
N (-1.48697, -8.77009, 2.89883)  1.002
N (-3.32622, 1.78896, -8.11988)  1.016
N (-4.36208, 1.16430, -1.21073)  1.127
N (-5.41330, 5.66599, -2.47973)  1.018
N (6.75270, 0.44313, 2.85993)  -0.017
N (0.89059, -2.11422, 2.24578)  1.062
C (-0.54995, -7.64913, 2.95719)  0.029
C (0.95669, -6.15169, 1.85092)  -0.534
C (-5.81107, 5.60421, -1.07374)  -0.271
C (-4.38333, 0.96585, -2.65515)  0.186
C (-2.07834, 1.58290, -8.85231)  0.089
C (0.08573, -7.23060, 1.79545)  -0.263
C (0.27777, 1.95016, -9.06836)  -0.582
C (-0.32051, -7.01532, 4.17074)  -0.273
C (-2.09377, 0.85229, -10.03294)  -0.342
C (1.18860, -5.50525, 3.05924)  -0.429
C (-5.58919, 0.69869, -3.28875)  -0.391
C (-1.83722, 1.08365, 2.62994)  -0.646
C (-0.06320, -1.01691, 2.38467)  -0.039
C (-4.41663, 0.55038, -5.38519)  -0.255
C (-0.05837, -0.25388, 3.54495)  -0.183
C (0.55429, -5.93877, 4.21778)  -0.562
C (-1.84202, 0.30839, 1.47573)  -0.461
C (-6.43247, 6.69972, -0.49008)  -0.394
C (-6.52119, 5.49596, 1.59176)  -0.445
C (0.27207, 1.22888, -10.25647)  -0.376
C (-6.78840, 6.64114, 0.84990)  -0.460
C (-3.19409, 1.03692, -3.36969)  -0.264
C (5.16084, -1.19517, 4.88397)  -0.345
C (-3.21508, 0.82584, -4.73927)  -0.493
C (-0.91068, 0.67866, -10.73648)  -0.480
C (-5.90504, 4.40264, 0.99459)  -0.326
C (-5.60088, 0.49043, -4.66014)  -0.755
C (8.72881, 0.21514, 4.35046)  -0.804
C (-5.54918, 4.45323, -0.34496)  0.085
C (3.79890, -0.58761, 5.43459)  -0.870
C (-0.95019, -0.74854, 1.34985)  -0.395
C (8.71718, -0.76810, 5.56032)  -0.783
C (7.38792, 0.99459, 4.08752)  -0.560
C (-0.90142, 2.13094, -8.35995)  -0.162
C (-0.95001, 0.80209, 3.66318)  -0.642
C (5.74333, -2.16557, 2.14491)  -0.949
H (1.86365, -4.66066, 3.09767)  0.543
H (9.75124, -0.79918, 5.95961)  0.415
H (-2.54389, 0.53486, 0.66800)  0.755
H (6.26246, -1.93471, 1.19590)  0.330
H (-2.29460, 0.87340, -5.30461)  0.363
H (5.02905, -2.29681, 4.89379)  0.433
H (-2.52843, 1.91319, 2.72368)  0.453
H (-0.95531, -1.34675, 0.44886)  0.468
H (-0.81260, -7.34496, 5.07541)  0.436
H (1.45298, -5.81125, 0.95159)  0.397
H (3.15628, -0.43282, 4.53631)  0.020
H (3.93517, 0.41984, 5.87457)  0.313
H (-3.01003, 0.42142, -10.41233)  0.442
H (1.19299, 1.09593, -10.81114)  0.378
H (8.05900, -0.39134, 6.36279)  0.421
H (-2.25604, 1.25100, -2.87596)  0.480
H (3.25128, -1.29433, 6.08263)  0.431
H (0.73936, -5.43422, 5.15747)  0.401
H (-5.69946, 3.51139, 1.57356)  0.437
H (-0.91062, 0.11655, -11.66124)  0.369
H (9.51523, 0.97487, 4.56260)  0.364
H (1.20117, 2.37464, -8.69658)  0.372
H (5.96686, -0.90259, 5.57987)  0.070
H (-6.53390, 0.27766, -5.16523)  0.406
H (-6.51495, 0.64797, -2.73221)  0.460
H (6.39759, -2.81207, 2.77609)  0.197
H (-7.27101, 7.48944, 1.31770)  0.373
H (4.82129, -2.75446, 1.96334)  0.273
H (6.72249, 1.08352, 4.96770)  0.389
H (9.05484, -0.27826, 3.41123)  0.406
H (-4.43323, 0.37876, -6.44937)  0.410
H (-0.89007, 2.69626, -7.43790)  0.442
H (-6.79353, 5.45605, 2.63962)  0.380
H (7.69597, 2.03654, 3.83535)  0.530
H (0.62865, -0.46678, 4.35248)  0.416
H (-5.07095, 3.60017, -0.80018)  0.313
H (-0.08982, -7.72847, 0.85187)  0.436
H (-6.64034, 7.59449, -1.06040)  0.447
H (-0.95171, 1.40845, 4.56004)  0.387

## Properties
LUMO: -0.8251 eV
maximum force: 4.51 eV/Å
gap between HOMO and LUMO: 7.60 eV

---

Record 2
Here is C36H39CrN11O5SeTe as an isolated structure in a non-equilibrium geometry from the Open Molecules 2025 dataset. Energies are from ωB97M-V with the def2-TZVPD basis set.

Each line ends with the Mulliken charge.
Cartesian coordinates (Å):
Te (3.46793, 1.74666, 1.25834)  0.457
Se (-2.71026, 4.34295, 1.04338)  1.083
Cr (-1.96423, 2.16134, -0.40141)  0.093
O (-3.67368, 3.08573, 0.35985)  -0.467
O (-2.70178, 4.48748, 2.73939)  -0.688
O (-2.81409, 5.77909, 0.13524)  -0.762
O (-1.26186, 3.60797, 0.65019)  -0.516
O (-1.09750, -4.11241, -0.96751)  -0.189
N (0.12183, 4.33733, -1.90027)  0.035
N (-3.88996, -0.60363, -3.07830)  0.953
N (-1.60858, 0.88125, 1.36365)  0.844
N (-2.52543, 3.22233, -2.29771)  -0.097
N (0.01818, 1.57355, -1.29323)  0.084
N (-3.02094, 0.48853, -1.30441)  0.517
N (0.90569, -5.10558, -1.03815)  -0.474
N (-4.85788, 0.28611, -2.66716)  -1.103
N (0.43922, -5.06406, -2.30498)  -0.405
N (-2.38075, 0.24443, 3.38855)  -1.075
N (-1.90241, -0.84370, 2.70467)  0.960
C (3.16907, 2.37752, 5.72006)  -0.608
C (0.67582, 2.01333, -2.57653)  -0.526
C (-0.78748, -4.48476, -2.24927)  0.507
C (-3.06953, -2.48196, -4.38510)  0.403
C (-1.49079, -3.75039, -5.79525)  -0.781
C (-1.81981, -2.05937, 3.52726)  -0.986
C (-2.77069, -0.31288, -2.38389)  -0.768
C (0.05064, -4.38696, 1.22980)  0.295
C (-1.46340, -4.05040, -3.43099)  0.117
C (-2.57810, -2.85194, -5.63031)  -0.854
C (-0.98587, -4.42973, -4.67695)  -0.514
C (3.72668, -1.04951, 2.34449)  -0.116
C (5.02365, 3.01144, 3.62582)  -0.485
C (0.00540, -4.65960, -0.23035)  0.533
C (0.94919, -4.99848, 2.10228)  -0.965
C (-0.76990, 4.98796, -2.76918)  -0.892
C (-0.88946, -3.18373, 3.06724)  0.875
C (5.13329, 3.53388, 4.92053)  -0.498
C (5.71722, -1.85554, 0.55881)  -0.588
C (-4.40520, 0.79448, -1.58066)  -0.833
C (-4.01933, -1.28221, -4.32900)  -0.736
C (-2.29124, 4.66288, -2.42201)  -0.722
C (4.27882, -2.31641, 2.48040)  -0.611
C (4.21178, -0.17926, 1.37850)  0.153
C (2.93763, 1.96269, 4.40747)  0.124
C (-2.18955, 1.27696, 2.60626)  -0.427
C (0.96856, -4.61321, 3.44737)  -0.739
C (-2.48054, -3.08773, -3.26469)  -0.437
C (5.11324, -0.61152, 0.39185)  -0.415
C (3.80877, 2.27987, 3.32412)  -0.105
C (-0.94999, -3.56662, 1.75145)  -0.505
C (-1.43493, -0.42870, 1.51199)  -0.570
C (5.30948, -2.65716, 1.60899)  -0.409
C (0.08811, -3.67274, 3.93911)  -0.962
C (4.29274, 3.14999, 5.95678)  -0.308
C (1.11541, 3.46421, -2.46432)  -1.085
H (-1.50151, -1.72985, 4.55520)  0.384
H (-2.40466, 2.33549, 2.80543)  0.482
H (-0.03839, 1.93745, -3.44350)  0.176
H (-3.73104, -0.57801, -5.17792)  0.442
H (-3.51984, 3.00486, -2.52713)  0.305
H (-5.00313, 1.39647, -0.92055)  0.672
H (0.57123, 1.78536, -0.45981)  0.127
H (-5.10370, -1.54523, -4.51014)  0.319
H (0.06141, -3.37260, 4.96608)  0.491
H (-2.64860, 5.09708, -1.48133)  0.449
H (-0.63883, 6.09024, -2.68490)  0.349
H (1.52633, 1.38660, -2.77048)  0.568
H (1.64154, -5.68133, 1.66367)  0.576
H (-1.98581, 2.72210, -3.01915)  0.211
H (4.48719, 3.55064, 6.93040)  0.374
H (-2.86544, -2.82597, -2.25639)  0.839
H (-2.99371, -2.33983, -6.47876)  0.482
H (-0.06295, 4.33726, -0.91926)  0.215
H (6.42807, -2.20819, -0.17643)  0.387
H (5.69241, 3.33951, 2.80296)  0.333
H (0.06216, 0.54114, -1.35011)  0.169
H (1.29654, 3.86812, -3.47775)  0.416
H (-2.86414, -2.43585, 3.61028)  0.280
H (5.91483, -3.55491, 1.73570)  0.359
H (6.01485, 4.17957, 5.11128)  0.305
H (5.17679, -0.03327, -0.49505)  0.396
H (-0.16164, -5.19502, -4.70724)  0.460
H (-0.54370, 4.67046, -3.78220)  0.458
H (2.08389, 3.59096, -1.97705)  0.366
H (-1.03335, -3.89039, -6.75666)  0.443
H (2.02710, 1.35633, 4.20045)  0.262
H (3.77343, -3.09443, 3.06926)  0.376
H (1.71392, -4.99839, 4.10977)  0.501
H (-2.93875, 5.06040, -3.18812)  0.442
H (-0.99321, -1.10835, 0.76910)  0.522
H (-1.85885, -0.86634, -2.55878)  0.737
H (-1.81328, -3.25319, 1.13350)  0.859
H (2.54265, 2.08947, 6.53162)  0.412
H (2.96707, -0.68816, 3.02182)  0.244

## Properties
LUMO (alpha / beta): -3.5240 / -3.2613 eV
maximum force: 5.02 eV/Å
2S+1: 4
<S²>: 3.785
charge: +1
gap between HOMO and LUMO (alpha / beta): 6.57 / 6.83 eV

---

Record 3
Here is C36H39CsF3IN8OP as an isolated structure in a non-equilibrium geometry from the Open Molecules 2025 dataset. Energies are from ωB97M-V with the def2-TZVPD basis set.

Each line ends with the Mulliken charge.
Cartesian coordinates (Å):
Cs (0.18320, -0.04370, 0.23710)  1.521
I (6.07090, 2.18420, -4.43280)  0.062
P (-4.06550, 0.79860, 0.75390)  -0.527
F (2.20800, -1.07190, 9.49590)  -0.294
F (0.26730, -0.18080, 9.26260)  -0.275
F (0.52120, -2.28660, 8.95440)  -0.271
O (-1.04410, -2.41990, -2.28740)  -0.817
N (3.08900, -0.30470, -2.79540)  0.281
N (-2.20260, -1.23420, 1.21850)  0.465
N (-4.28970, -1.94520, 1.24640)  0.436
N (-4.18520, 1.49760, -1.93940)  0.435
N (2.71370, 0.82250, -2.20780)  -0.465
N (-3.30100, 2.50650, 2.80400)  0.292
N (-1.57270, 1.73540, 1.67450)  0.423
N (-2.11770, 1.43420, -1.17570)  0.021
C (2.68720, -0.63030, 6.80690)  -0.469
C (-2.09580, 1.84780, -2.46040)  -0.980
C (-4.11960, -2.26920, -2.10620)  -0.889
C (2.10640, -0.29210, 3.16180)  0.895
C (2.43280, -0.17280, 1.97850)  -2.250
C (2.90800, -0.43470, 5.46720)  -0.577
C (-1.36620, -3.56140, -2.74480)  0.589
C (-4.65750, 2.73340, 3.21130)  -0.871
C (4.16780, -0.13340, -3.57850)  -0.248
C (-5.61330, 1.38910, -2.01860)  -0.904
C (-5.71700, -1.98750, 1.13590)  -0.990
C (-0.84890, -5.91200, -3.22070)  -0.674
C (-2.62200, -3.79510, -3.39860)  0.233
C (0.66680, -4.10630, -0.51960)  -1.273
C (-2.87790, 1.70520, 1.78180)  -0.660
C (-0.49830, -4.70430, -2.65750)  0.377
C (1.85180, -0.45250, 4.53180)  0.498
C (-2.05840, -6.09570, -3.87190)  -1.152
C (-3.10650, -1.49930, -4.29020)  -1.451
C (-3.36860, 1.89160, -2.95520)  -0.401
C (-2.93360, -5.02550, -3.93380)  -0.718
C (-3.49670, -3.01030, 1.54520)  -0.597
C (-1.12660, 2.56250, 2.64220)  -0.792
C (-3.64790, -2.69010, -3.49920)  0.573
C (-2.18350, 3.05510, 3.35660)  -0.395
C (3.55320, 1.75330, -2.59840)  -0.234
C (-2.21130, -2.54840, 1.52270)  -1.019
C (0.54740, -0.65500, 5.03180)  -0.702
C (0.84080, -4.58070, -1.96290)  0.404
C (4.49670, 1.20030, -3.47220)  -0.648
C (1.11630, -1.08930, 8.70850)  0.865
C (1.74800, -3.62540, -2.74370)  -1.437
C (1.38990, -0.84760, 7.27240)  0.440
C (-3.45410, -0.88560, 1.04040)  -0.279
C (-3.37540, 1.21160, -0.87550)  0.098
C (0.32180, -0.85140, 6.37060)  -0.768
H (-5.11940, 1.80180, 3.54760)  0.295
H (1.95250, -4.03340, -3.73230)  0.306
H (-6.10710, -0.96950, 1.10630)  0.329
H (-1.17440, 2.08320, -2.95470)  0.477
H (-4.52260, -3.08690, -4.03650)  0.574
H (-3.75690, 2.15760, -3.91770)  0.506
H (-4.44060, -3.15190, -1.55090)  0.385
H (-2.22540, 3.73120, 4.18680)  0.410
H (-2.90040, -1.79410, -5.31830)  0.442
H (-6.04180, 2.28740, -2.47090)  0.394
H (-0.28270, -0.66260, 4.33710)  0.625
H (-6.01240, 1.28020, -1.00810)  0.290
H (-3.82580, -0.67920, -4.30650)  0.362
H (0.07370, -3.19610, -0.53140)  -0.110
H (-4.67770, 3.45450, 4.02840)  0.328
H (1.31920, -5.57010, -1.94800)  0.477
H (1.63350, -3.90770, -0.05270)  0.476
H (-0.07960, 2.74730, 2.77050)  0.481
H (3.51110, -0.62200, 7.50780)  0.418
H (-2.18280, -1.15230, -3.83610)  0.102
H (-5.24290, 3.12600, 2.37590)  0.318
H (-1.30360, -3.08560, 1.71300)  0.517
H (3.91240, -0.27070, 5.10350)  0.458
H (-0.68050, -1.01610, 6.74570)  0.350
H (2.69680, -3.47910, -2.22270)  0.550
H (-6.02170, -2.50990, 0.22550)  0.299
H (4.62980, -0.91870, -4.14350)  0.474
H (2.58080, -1.16350, -2.61700)  0.405
H (0.13870, -4.86160, 0.06290)  0.372
H (-3.29940, -1.79720, -1.57260)  -0.260
H (-3.89550, -5.15050, -4.42450)  0.329
H (-3.90230, -3.98070, 1.75120)  0.529
H (-6.14290, -2.50590, 1.99770)  0.406
H (3.47220, 2.76440, -2.24610)  0.436
H (-0.15780, -6.74680, -3.14850)  0.351
H (-4.95930, -1.57120, -2.17460)  0.363
H (-2.31810, -7.05000, -4.31130)  0.312
H (-5.90600, 0.51930, -2.61710)  0.270
H (1.21770, -2.68210, -2.86210)  0.075

## Properties
LUMO: 1.6099 eV
maximum force: 1.42 eV/Å
charge: -1
ΔE to the lowest compared entry with this formula, charge and spin: 63.0 kJ/mol
gap between HOMO and LUMO: 5.20 eV

---

Which value of maximum force does entry 3 give?
1.42 eV/Å